DFT (ωB97M-V/def2-TZVPD) results for 13 unconnected molecules or ions with the total composition C61H146B4F16N9O7 in a non-equilibrium geometry.

Computed properties:
LUMO energy = -0.451 Ha
spin multiplicity = 1
total charge = +5
HOMO-LUMO gap = 4.890 eV
E_HOMO = -17.16 eV
energy above the lowest of the compared OMol25 structures with the same formula, charge and spin = 7.8530 eV
M = 1465.11 g/mol
calculated total energy = -139522.1977 eV

Element x y z (Å)
C -2.878 0.075 8.546
C -3.116 -0.252 7.073
C -4.641 -0.105 6.660
C -5.108 1.346 6.452
C -4.175 1.993 5.403
C -2.665 2.011 5.682
N -2.258 0.679 6.201
O -0.881 0.523 6.431
C -2.263 3.088 6.716
C -1.934 2.138 4.294
C -2.829 -1.777 6.826
H -1.843 -0.180 8.773
H -3.489 -0.602 9.144
H -2.886 1.112 8.882
H -5.176 -0.556 7.496
H -4.937 -0.680 5.782
H -5.181 1.900 7.388
H -6.107 1.303 6.019
H -4.549 2.978 5.123
H -4.362 1.496 4.451
H -1.235 2.978 7.061
H -2.916 3.017 7.585
H -2.523 4.076 6.337
H -2.025 1.217 3.717
H -0.870 2.257 4.494
H -2.294 3.011 3.749
H -3.674 -2.357 7.195
H -1.901 -2.185 7.226
H -2.779 -1.933 5.749
C 7.989 0.568 2.140
C 7.494 -0.788 1.614
C 7.410 -1.714 2.862
C 6.665 -3.058 2.687
C 5.177 -2.749 2.254
C 5.037 -1.888 0.924
N 6.099 -0.757 0.977
O 5.732 0.370 0.212
C 3.628 -1.273 0.773
C 5.509 -2.752 -0.265
C 8.445 -1.468 0.593
H 7.989 1.253 1.292
H 9.007 0.547 2.529
H 7.387 1.013 2.932
H 6.816 -1.295 3.674
H 8.423 -1.774 3.261
H 6.722 -3.601 3.631
H 7.171 -3.711 1.976
H 4.722 -2.212 3.086
H 4.684 -3.715 2.143
H 2.942 -2.091 0.992
H 3.374 -1.014 -0.255
H 3.447 -0.369 1.355
H 6.365 -3.407 -0.103
H 5.707 -2.200 -1.184
H 4.742 -3.463 -0.570
H 8.401 -0.907 -0.341
H 8.227 -2.488 0.277
H 9.466 -1.480 0.975
C 3.092 3.140 -0.020
C 3.935 4.316 0.606
C 4.981 3.838 1.497
N 5.758 4.906 2.267
C 4.825 5.718 3.131
C 5.515 6.671 4.096
C 6.614 5.929 4.935
C 7.581 5.023 4.144
C 6.851 4.147 3.105
C 6.416 5.754 1.214
H 2.981 2.419 0.791
H 3.679 2.534 -0.710
H 2.133 3.406 -0.462
H 3.264 4.971 1.161
H 4.188 5.012 -0.194
H 5.734 3.210 1.020
H 4.418 3.185 2.164
H 4.189 4.949 3.570
H 4.298 6.350 2.416
H 4.695 7.132 4.647
H 5.924 7.426 3.425
H 6.108 5.471 5.784
H 7.342 6.582 5.418
H 8.037 4.303 4.822
H 8.367 5.589 3.645
H 6.420 3.319 3.667
H 7.517 3.762 2.332
H 7.096 6.395 1.775
H 5.819 6.442 0.614
H 6.950 5.162 0.472
C -10.421 -0.674 5.871
C -9.082 -0.559 5.069
C -8.975 -1.751 4.090
N -7.781 -1.806 3.110
C -7.857 -0.671 2.061
C -6.614 -0.742 1.164
C -5.300 -0.576 1.913
C -5.208 -1.531 2.992
C -6.433 -1.627 3.953
C -7.802 -3.155 2.339
H -10.561 0.195 6.514
H -10.228 -1.555 6.483
H -11.338 -0.916 5.334
H -8.291 -0.538 5.818
H -8.923 0.375 4.529
H -9.899 -1.783 3.513
H -9.051 -2.727 4.570
H -7.977 0.260 2.616
H -8.802 -0.783 1.530
H -6.585 0.082 0.451
H -6.649 -1.595 0.486
H -5.292 0.419 2.357
H -4.395 -0.725 1.324
H -4.327 -1.300 3.591
H -4.982 -2.517 2.585
H -6.525 -0.686 4.495
H -6.267 -2.429 4.672
H -7.748 -3.923 3.110
H -6.847 -3.121 1.814
H -8.751 -3.179 1.802
C 5.891 3.372 -4.752
N 4.922 4.369 -4.322
C 5.291 5.055 -2.970
C 4.902 5.542 -5.339
C 3.581 3.570 -4.171
C 2.310 4.467 -3.900
O 2.245 4.862 -2.593
H 6.801 3.971 -4.771
H 5.695 3.044 -5.773
H 6.034 2.635 -3.962
H 5.174 4.276 -2.216
H 4.542 5.828 -2.796
H 6.294 5.479 -2.915
H 4.698 5.018 -6.273
H 5.907 5.962 -5.351
H 4.135 6.258 -5.044
H 3.558 2.920 -3.297
H 3.434 2.865 -4.989
H 1.396 3.898 -4.069
H 2.246 5.363 -4.517
H 1.580 5.554 -2.571
C 4.020 -6.071 -4.786
N 3.500 -4.661 -5.121
C 4.725 -3.694 -4.846
C 2.968 -4.621 -6.600
C 2.269 -4.129 -4.233
C 2.490 -4.190 -2.754
O 2.322 -5.505 -2.231
H 3.083 -6.627 -4.802
H 4.310 -6.281 -3.757
H 4.663 -6.460 -5.576
H 5.422 -3.864 -5.667
H 5.190 -3.916 -3.886
H 4.351 -2.674 -4.933
H 3.788 -5.100 -7.136
H 2.886 -3.563 -6.848
H 2.079 -5.201 -6.848
H 1.447 -4.673 -4.698
H 2.055 -3.136 -4.626
H 1.740 -3.518 -2.338
H 3.489 -3.907 -2.421
H 3.070 -5.744 -1.679
C -2.219 0.802 -1.360
N -0.778 0.547 -1.805
C -0.691 -0.908 -2.210
C -0.452 1.339 -3.153
C 0.169 0.984 -0.743
C 0.169 0.278 0.603
O -1.017 0.319 1.294
H -2.332 1.829 -1.014
H -2.510 0.071 -0.606
H -2.857 0.669 -2.235
H -1.336 -1.013 -3.082
H -1.026 -1.506 -1.363
H 0.301 -1.216 -2.541
H 0.554 1.151 -3.529
H -0.496 2.390 -2.869
H -1.258 1.181 -3.870
H -0.193 2.007 -0.641
H 1.160 1.014 -1.195
H 0.969 0.704 1.208
H 0.533 -0.749 0.636
H -0.926 -0.169 2.115
C -7.793 -1.216 -5.914
N -6.333 -0.844 -6.265
C -5.327 -2.045 -6.396
C -6.363 -0.113 -7.653
C -5.831 0.198 -5.252
C -4.377 0.694 -5.299
O -3.453 -0.024 -4.574
H -8.389 -0.389 -5.529
H -7.860 -2.016 -5.177
H -8.335 -1.544 -6.802
H -5.254 -2.251 -7.464
H -5.754 -2.906 -5.881
H -4.353 -1.870 -5.939
H -7.287 0.466 -7.670
H -6.515 -0.948 -8.337
H -5.389 0.338 -7.839
H -6.136 -0.160 -4.269
H -6.582 0.959 -5.463
H -4.527 1.729 -4.993
H -3.917 0.704 -6.287
H -2.897 -0.590 -5.115
C -1.520 -4.678 -1.999
N -3.040 -4.473 -1.649
C -3.765 -3.865 -2.936
C -3.593 -5.876 -1.378
C -3.247 -3.506 -0.409
C -2.344 -3.829 0.848
O -1.093 -3.189 0.733
H -1.415 -5.176 -2.963
H -0.975 -5.132 -1.172
H -1.183 -3.645 -2.080
H -3.463 -2.842 -3.160
H -4.842 -4.027 -2.970
H -3.430 -4.407 -3.821
H -3.498 -6.529 -2.245
H -4.653 -5.700 -1.195
H -3.035 -6.261 -0.524
H -4.300 -3.697 -0.203
H -3.058 -2.469 -0.687
H -2.141 -4.900 0.868
H -2.711 -3.603 1.849
H -0.867 -2.693 1.523
B -0.921 5.741 -2.574
F -0.511 4.540 -2.053
F -1.741 5.461 -3.646
F -1.566 6.425 -1.605
F 0.214 6.453 -2.910
B 3.597 0.026 -3.309
F 3.843 -1.280 -2.822
F 2.437 -0.099 -4.091
F 3.336 0.854 -2.300
F 4.700 0.444 -4.002
B -0.829 -2.556 -5.489
F -1.023 -3.704 -4.674
F 0.076 -1.677 -4.933
F -0.462 -3.021 -6.714
F -2.058 -1.814 -5.534
B -0.725 -1.510 3.786
F -0.624 -2.347 4.928
F -0.173 -0.277 3.892
F -0.084 -2.169 2.771
F -2.004 -1.324 3.317

Forces on the atoms, in the same order (eV/Å):
1.5114 0.1888 0.3210
-1.7681 -1.3941 -1.3928
0.4550 1.0322 0.8616
0.7830 -0.4074 -0.4292
-1.0610 -0.1019 -0.0210
-0.3667 -0.0819 -1.7376
8.4212 -0.8297 4.1373
-8.8715 0.7617 -1.9832
-0.5724 -0.3506 0.4841
0.5622 0.0908 1.0060
0.4624 0.6716 -0.7148
0.0973 -0.3771 -0.1008
-0.2364 0.3311 -0.0563
-0.9041 0.0489 -0.2849
-0.0457 -0.0091 0.0330
0.7120 -0.1179 -0.0556
0.1549 0.0413 -0.0281
-0.1165 0.2139 0.1011
0.4723 0.4462 0.5270
0.2971 -0.6045 -0.0759
-0.0283 0.2298 -0.3493
0.0379 -0.2804 0.1579
0.4819 -0.0755 -0.4442
-0.3126 0.2226 -0.0230
-0.0064 0.0939 -0.1123
-0.1751 -0.1236 0.1147
0.0266 0.2257 0.2364
-0.0507 0.4130 0.1916
-0.0424 -0.0723 0.0038
-0.4303 0.7450 -1.4708
-0.1277 -1.4638 1.7295
-1.1821 -0.7677 0.3258
0.1299 0.7290 -1.0294
1.5452 0.2320 0.2427
0.9237 -0.4072 1.0978
-2.2428 6.7674 -4.8077
2.7021 -7.1783 5.3097
0.3133 -0.4815 -0.9281
-0.0381 -0.4730 -1.1159
-0.1967 0.5209 -1.0323
0.1517 0.2882 0.0676
-0.0105 -0.5911 -0.2111
-0.3552 -0.3970 -0.0778
0.1412 0.9093 -0.0739
0.0377 -0.3360 -0.2172
-0.4021 0.1063 0.0368
-0.1008 -0.0079 -0.1815
-0.2816 0.0270 -0.0945
-0.3525 0.2723 -0.3185
-0.1024 0.1398 0.5427
0.5018 0.0985 -0.2355
0.1275 -0.3629 0.4131
0.0799 0.3824 0.5777
-0.0971 0.4427 0.1645
-0.5411 0.2265 0.4414
0.3325 0.2612 0.0053
-0.3671 0.0323 0.6063
-0.1316 0.2806 0.1858
1.3087 -0.1312 1.0785
-2.6071 1.1622 -2.2240
0.7582 -0.8051 0.9404
0.0962 -1.1786 -0.7858
0.0753 -0.1018 -0.4380
1.0937 -1.0894 -0.6288
0.0221 0.9235 0.1615
-1.2871 -0.4662 -0.9123
-0.0666 0.9769 -0.2062
1.2143 0.7695 0.6093
-0.6899 -0.1108 0.2951
0.0550 0.4201 -0.4833
0.2980 0.2840 0.0998
-0.3505 -0.3303 0.3196
0.7047 -0.2796 -0.2269
0.1049 0.0819 -0.1824
0.5546 0.0450 0.7913
-0.2126 0.3432 0.3019
-0.5149 -0.3331 0.2045
0.3992 0.0362 0.4044
0.3075 0.3709 0.4485
0.0862 -0.6431 -0.2083
-0.5525 0.7027 0.0597
0.2449 0.2147 0.0407
-0.0333 0.1617 0.2174
-0.6933 0.0584 -0.4734
0.0801 -0.1029 0.1692
0.3238 -0.0771 -0.3511
-0.8793 -0.3363 0.6080
0.1448 -0.3362 0.4689
1.1156 -0.5219 -0.0987
-0.1967 -0.2461 -0.2866
-0.3433 -0.0096 -0.1696
0.2963 0.0795 0.9481
0.3791 -0.6231 0.5994
0.1083 1.1452 -1.0461
-0.6686 0.7817 -0.4520
-0.0032 -2.0298 2.4692
-0.0288 0.3313 -1.9997
0.6281 1.4974 1.9683
-0.0632 -0.1428 -0.1062
-0.3392 0.1073 0.4725
0.2091 0.4222 -0.4290
0.1251 -0.3841 0.0317
-0.5503 0.1491 -0.1597
0.1358 0.3975 -0.5980
0.6615 0.0521 0.4438
0.4708 0.0299 -0.0095
0.1296 -0.3184 -0.1433
-0.7536 0.2678 0.0142
0.0654 -0.3176 0.3283
0.1489 0.3401 -0.2873
-0.2171 0.4272 -0.4773
-0.0158 -0.1015 0.3041
-0.0869 -0.3073 0.0710
-0.3741 -0.0549 -0.1452
-0.6081 -0.1867 -0.1812
-0.1761 -0.1156 -0.1966
-0.7133 -0.5432 -0.5356
0.4381 -0.1683 -0.3244
1.9789 1.1342 0.4494
-1.5702 1.1934 1.1977
-0.8902 -1.2201 -0.4240
-0.3587 -1.8961 0.3582
-1.8219 1.6934 0.6484
0.4328 -0.5316 -1.3731
1.7416 -0.0530 1.7618
0.5270 -0.4323 -0.3236
-0.2322 -0.4150 0.4209
-0.4246 -0.3919 -0.5317
0.0404 0.1049 0.0829
0.0476 -0.1804 -0.0329
0.0282 -0.2193 -0.6938
-0.1739 0.6563 -0.2376
-0.1779 0.0384 0.0504
0.1890 -0.1427 -0.2099
1.0581 0.1584 0.2275
0.3375 0.5726 -0.4689
0.1154 -0.5075 -0.7728
0.1377 -0.1761 -0.6108
-0.8550 0.5442 0.3239
-2.8300 -0.1285 -0.3425
0.3810 0.8451 1.3599
-1.4553 -0.4835 -1.7497
2.2770 0.1004 0.9213
1.4104 -0.8951 -2.1755
0.0565 -0.6174 0.3597
-0.6034 -0.3680 -0.2355
0.0610 -0.5316 -0.4037
0.6912 0.9319 -0.2123
0.2230 0.4019 0.2930
0.1276 -0.1184 0.1775
-0.3658 -0.0337 -0.1717
0.0963 -0.0502 0.3527
-0.0459 0.3670 -0.4046
-0.1835 -0.2155 -0.1388
-0.1696 0.1508 0.9307
-0.2873 -0.5398 1.0072
0.5453 0.3868 0.4012
0.0901 0.1242 0.3282
-0.1408 0.8953 -0.5368
-0.0896 0.0416 0.0347
0.3095 0.0126 -0.9552
-0.4378 -0.9955 -2.0544
-0.2345 0.2799 0.3317
-0.6754 0.9340 1.7114
-0.3614 0.6341 -0.0176
1.5322 -0.8195 0.1996
-1.6894 0.6913 -0.2838
0.2225 -0.1259 0.1146
0.3683 0.2529 0.1206
0.1355 -0.0249 -0.1074
-0.1000 -0.1328 0.2068
0.0822 -0.0914 0.0072
0.1408 0.4621 0.1963
-0.1761 -0.7406 0.2209
-0.0441 0.1842 0.0717
0.2020 -0.5073 0.1516
0.5655 0.3133 0.5565
0.0952 -0.1829 0.1644
0.2230 0.9417 -0.1059
-0.0839 -0.5319 -1.0883
0.0498 0.1677 -0.0227
0.3797 -0.4910 -0.3259
0.8570 0.2834 -0.4551
-1.4297 0.2329 0.1218
-0.5195 -2.0642 0.9486
-1.3016 -0.6340 -0.3551
-0.5907 0.0083 -1.4579
-0.5269 0.2308 2.4290
0.6533 0.4380 -0.0277
0.4933 0.0302 -0.0461
0.4243 -0.1501 -0.1617
0.2128 -0.1633 0.2905
-0.1789 0.0653 -0.1377
-0.2383 0.5372 -0.2401
0.5937 0.6041 -0.0223
0.0514 0.3002 -0.3135
-0.4748 0.3390 0.0805
0.5097 -0.2431 0.1795
0.5892 0.7332 0.1549
0.7388 0.1211 0.4089
-0.8825 0.5111 -0.6175
0.3647 -0.2250 -0.3518
-1.0794 1.7014 0.3809
0.7693 0.0171 -1.2886
1.0117 -0.9625 0.2137
-0.2919 1.5082 0.1019
0.2257 -1.4576 0.4345
0.9469 -0.2376 -0.8230
-0.4616 -0.2995 -1.7139
-0.2003 -0.0531 0.3227
-0.4156 -0.2213 -0.0572
0.3813 -0.2447 -0.2758
-0.0305 0.0985 0.6879
-0.0030 0.2277 0.9475
0.4831 -0.3432 0.2993
0.2960 0.2981 -0.0200
0.0221 -0.4950 0.3621
-0.3773 -0.1460 -0.0863
-0.0665 0.3792 0.2086
-0.0659 -0.2282 -0.4291
-0.2393 -0.3002 -0.0291
-1.0215 0.2446 -0.3477
0.0985 0.0965 0.5459
-1.1466 0.1972 -0.0819
0.8989 -2.5064 0.8920
-0.2260 0.0666 -0.9009
-1.0686 0.9397 1.1828
1.5024 0.8433 -0.9692
-0.4797 -2.0740 -1.5055
0.3642 -0.7693 0.6121
-0.1258 0.3031 -0.5254
-0.5065 1.9059 2.5590
0.7412 0.4573 -0.7773
0.0373 -0.3542 -0.0569
-0.1729 0.2309 0.5535
0.6705 -0.0501 0.3042
0.1559 0.1906 -0.6493
-0.4686 -0.5883 -0.3653
0.5484 -1.8150 1.6170
-0.4054 1.1430 -0.5476
0.9530 1.4488 0.8603
1.6037 -0.9299 -1.3982
-2.3265 0.0334 0.1843